(1)
C16H10Cl5N10O2S2Ti | ωB97M-V/def2-TZVPD

Kohn-Sham gap (alpha / beta) = 0.190 / 0.257 Eh
multiplicity = 3
energy = -143152.469 eV
lowest unoccupied orbital energy (alpha / beta) = 2.231 / 2.214 eV
total charge = -1
ΔE to the lowest compared entry with this formula, charge and spin = 34.0 kJ/mol

Each line ends with the natural charge from an NBO analysis.
CARTESIAN COORDINATES (ANGSTROEM)
C  -0.0452  -2.1164  4.2874  0.28
N  -0.5230  1.9297  -1.0611  -0.32
S  0.7506  -1.6109  1.7551  -0.20
N  -2.2906  0.2922  5.5051  -0.35
C  5.1017  0.5129  -0.3509  -0.06
N  -3.7729  -0.2596  0.2614  -0.82
H  -4.5949  -0.6882  0.6578  0.37
H  -3.0366  -3.7673  -2.6792  0.20
O  1.6328  1.3194  0.3943  -0.80
C  0.1320  3.0929  -1.2027  0.16
O  0.3343  -1.2178  -1.4073  -0.74
H  -3.5973  3.2004  -2.4406  0.39
N  -2.9158  3.9528  -2.3999  -0.60
C  -0.8976  -1.5650  -1.3924  0.78
H  -0.6419  -4.4267  -2.8267  0.19
C  -3.0336  -1.1122  -0.5451  0.35
Cl  6.0923  0.1309  -1.7132  0.03
H  0.5693  -3.1326  -2.7006  0.24
N  -0.6401  4.0261  -1.7396  -0.26
C  4.8539  0.9037  2.0050  -0.05
Cl  2.4797  1.5369  3.1498  0.08
C  -0.9644  -0.1123  3.3167  -0.28
N  -1.7519  2.1349  -1.4759  -0.01
Ti  0.0806  0.1457  0.1941  1.28
C  3.4982  1.1425  1.8256  -0.13
C  -0.4571  -3.3605  -2.9697  -0.40
C  3.7434  0.7532  -0.5271  -0.15
C  -3.5571  -2.1292  -1.2999  -0.36
H  -3.2029  0.2048  0.9639  0.41
C  5.6653  0.5855  0.9180  -0.12
C  -0.1660  -1.1960  3.1846  -0.26
C  2.9076  1.0681  0.5519  0.39
C  -2.7303  -2.9015  -2.1188  -0.12
Cl  3.0337  0.6819  -2.1016  0.05
S  -1.2193  1.0913  2.0745  -0.26
H  -3.2390  4.6477  -1.7331  0.37
H  1.1580  3.2266  -0.9156  0.25
H  -0.6196  -3.1131  -4.0226  0.19
Cl  5.5405  1.0034  3.5839  0.04
N  -1.6766  -0.8313  -0.6020  -0.69
N  -1.7750  3.3722  -1.8548  0.16
C  -1.6830  0.1055  4.5452  0.28
N  0.0716  -2.8690  5.1503  -0.34
Cl  7.3528  0.2923  1.1396  0.03
N  -1.3495  -2.6041  -2.1211  -0.41
H  -4.6175  -2.3396  -1.2626  0.21

=====

(2)
C16H10ClCrF6N3O11S2 | ωB97M-V/def2-TZVPD

Kohn-Sham gap (alpha / beta) = 0.271 / 0.277 Eh
multiplicity = 4
energy = -122661.154 eV
lowest unoccupied orbital energy (alpha / beta) = 1.677 / 1.669 eV
total charge = -1
ΔE to the lowest compared entry with this formula, charge and spin = 99.7 kJ/mol

Each line ends with the natural charge from an NBO analysis.
CARTESIAN COORDINATES (ANGSTROEM)
C  5.6985  -0.5521  -1.3076  -0.17
F  1.2781  -1.8341  -3.8877  -0.32
H  -2.9810  -0.5061  1.2528  0.23
C  -3.9334  0.4878  4.3117  -0.17
O  -0.4471  -2.6359  -1.7445  -0.88
C  3.4187  -0.3324  -0.6274  0.40
C  -2.8882  0.0007  2.1802  -0.06
O  -4.5430  -0.9270  -4.0380  -0.91
F  -4.3962  -2.0135  -0.3832  -0.32
C  -1.5650  0.9147  3.9597  0.37
F  -0.1743  -0.7093  -5.0217  -0.33
C  3.8619  0.3193  0.5967  -0.22
H  3.9991  -1.0984  -2.4882  0.23
N  0.7210  0.8536  2.2939  -0.46
S  -3.7533  -0.7900  -2.8193  2.21
C  -4.8607  -1.8077  -1.6563  0.72
C  -0.0101  -1.7403  -4.1722  0.76
O  -3.5878  0.4682  -2.1233  -0.90
C  -3.9886  -0.0653  3.0357  -0.28
O  -0.3856  1.1858  4.5901  -0.70
Cl  1.1039  3.1465  -1.2982  2.39
N  1.6659  0.7107  1.3834  -0.26
H  6.4435  -0.8282  -2.0142  0.20
O  2.1868  -0.7087  -0.9050  -0.67
F  -5.1877  -3.0427  -2.2079  -0.33
H  -4.8391  0.5646  4.8907  0.21
H  0.3492  1.1327  3.9062  0.50
C  6.1388  -0.0939  -0.0792  -0.28
C  4.3647  -0.6271  -1.6170  -0.28
C  2.9534  0.7459  1.6256  0.14
O  -0.5540  -0.0755  -2.0938  -0.92
O  1.7903  1.8306  -1.7797  -0.77
C  5.2233  0.2985  0.8574  -0.14
O  -0.5341  -0.1879  0.6562  -0.67
S  -0.9398  -1.4757  -2.4440  2.20
H  5.5442  0.6450  1.8295  0.20
C  -2.6984  0.9088  4.7891  -0.29
H  -4.9071  -0.5724  2.7856  0.21
F  -6.0135  -1.0968  -1.6142  -0.32
Cr  0.8636  0.5861  -0.5637  1.33
F  -0.4490  -2.8503  -4.7350  -0.31
C  -1.6511  0.5413  2.6110  -0.25
H  -2.5882  1.3236  5.7705  0.22
N  -2.4372  -1.7524  -2.9642  -1.18
C  -0.4420  0.4058  1.8267  0.61
O  0.0185  2.3728  -0.3201  -0.74
O  2.0279  3.8418  -0.4912  -0.71
O  0.5226  3.8075  -2.4431  -0.68
H  3.3733  1.1371  2.5489  0.19
H  7.2081  0.0944  0.1383  0.21

=====

(3)
C16H10ClF2N2O6S2 | ωB97M-V/def2-TZVPD

Kohn-Sham gap = 0.160 Eh
energy = -71642.185 eV
lowest unoccupied orbital energy = 1.096 eV
total charge = -1
ΔE to the lowest compared entry with this formula, charge and spin = 0.0 kJ/mol

Each line ends with the natural charge from an NBO analysis.
CARTESIAN COORDINATES (ANGSTROEM)
H  2.0488  -0.9311  0.7532  0.31
C  -3.8849  -2.7876  2.0932  0.06
N  -5.2952  -3.0171  2.1032  0.49
H  -1.6670  -0.2326  2.3570  0.25
H  -3.4280  -4.8885  2.2137  0.24
C  1.4998  1.6807  -1.3513  -0.09
O  1.1495  -3.1548  3.0663  -0.96
S  0.5782  -1.9993  2.4118  2.12
H  0.2472  -1.6541  0.0415  0.23
C  3.7043  0.7927  -1.8867  -0.16
F  0.1627  6.5772  -4.2496  -0.34
H  -4.0963  -0.6317  2.0208  0.25
C  0.2701  5.3099  -3.7371  0.41
C  3.4201  -0.2540  -0.9883  -0.22
C  2.3077  -0.1587  -0.1484  -0.22
C  -3.4046  -1.4656  2.0937  -0.19
C  -1.1762  -2.3419  2.2971  -0.29
C  -3.0131  -3.8857  2.2013  -0.20
H  -0.7088  4.8960  -3.4568  0.16
H  -0.9848  -4.4970  2.5140  0.25
C  -2.0468  -1.2466  2.2387  -0.22
C  -1.6559  -3.6600  2.3354  -0.20
O  -5.7090  -4.1985  2.1549  -0.40
C  1.1275  -1.8391  0.6750  -0.80
C  2.7084  1.7451  -2.0480  -0.21
H  4.0609  -1.1348  -0.9483  0.21
H  4.6319  0.8783  -2.4476  0.22
O  3.8002  3.6065  -3.1495  -0.55
C  2.8247  3.1000  -2.6275  0.69
F  0.8762  4.5090  -4.6832  -0.34
O  -6.0739  -2.0367  2.0678  -0.40
C  1.2925  0.7619  -0.3467  -0.20
N  1.5514  3.6725  -2.3570  -0.62
S  1.2674  5.4027  -2.2341  0.40
Cl  2.0278  -3.2405  0.2119  -0.04
H  0.3511  0.7394  0.2065  0.22
O  0.7497  -0.6737  2.9779  -0.96
C  0.7495  2.9411  -1.4690  0.67
O  -0.2632  3.3166  -0.9056  -0.56

=====

(4)
C16H10FeINO2Se2Te2 | ωB97M-V/def2-TZVPD

Kohn-Sham gap (alpha / beta) = 0.165 / 0.164 Eh
multiplicity = 5
energy = -210108.546 eV
lowest unoccupied orbital energy (alpha / beta) = 4.085 / 4.062 eV
total charge = -2
ΔE to the lowest compared entry with this formula, charge and spin = 0.0 kJ/mol

Each line ends with the natural charge from an NBO analysis.
CARTESIAN COORDINATES (ANGSTROEM)
Te  -0.6420  8.3090  -4.6230  -0.78
C  -0.3439  -0.4171  -1.5444  -0.27
H  0.7926  -3.6302  -1.5359  0.19
C  -0.2395  -1.7867  -1.8775  -0.21
C  1.6140  -0.5944  -0.1995  -0.04
H  4.5478  -0.2752  1.5537  0.21
Te  -0.0332  6.2620  -2.9491  0.03
N  -2.0929  1.0800  0.7113  -0.46
H  -4.5288  -1.0064  -0.2584  0.21
Se  0.2609  3.8665  -1.0099  -0.54
C  0.5203  0.2001  -0.6681  -0.43
C  3.7335  -0.7538  1.0268  -0.28
H  4.5230  -2.7510  1.2823  0.20
H  -3.2854  -2.5489  1.2676  0.20
C  0.7260  -2.5707  -1.3100  -0.23
C  2.7446  -2.7536  0.1157  -0.20
H  -1.1583  0.1542  -1.9811  0.21
O  -0.3374  2.1780  2.3726  -0.76
H  -0.9491  -2.2235  -2.5734  0.19
H  -1.2488  -1.6454  2.4706  0.24
I  2.7488  2.0937  0.6194  0.25
C  1.6916  -1.9897  -0.4527  -0.09
H  2.7608  -3.8259  -0.0520  0.19
C  2.7054  -0.0199  0.5221  -0.09
O  0.5528  0.1799  2.9005  -0.66
Se  -1.8791  4.7840  -1.6459  -0.34
C  3.7259  -2.1576  0.8497  -0.22
C  -0.2790  0.8917  2.3482  0.67
C  -1.4596  0.2637  1.5636  0.11
C  -2.9591  -1.5248  1.1288  -0.17
C  -1.8413  -1.0452  1.7943  -0.23
C  -3.1671  0.6144  0.0913  0.06
C  -3.6463  -0.6781  0.2747  -0.27
Fe  0.0929  2.0176  0.3817  1.13
H  -3.6499  1.3034  -0.5940  0.21

=====

Number 1: F_max 0.0128 Eh/bohr. Number 2: F_max 0.0857 Eh/bohr. Number 3: F_max 0.1284 Eh/bohr. Number 4: F_max 0.0233 Eh/bohr.